A 3-piece molecular cluster, C23H62BN10O4P2 overall at a distorted geometry, computed with ωB97M-V with the def2-TZVPD basis set.

## Properties
- Frontier orbital gap: 6.896 eV
- Largest force on an atom: 0.101 hartree/bohr
- LUMO: -2.91 eV
- Charge: +1
- HOMO: -9.8 eV

CARTESIAN COORDINATES (ANGSTROEM)
C 2.351 1.635 1.717
C 1.121 1.539 0.793
C 1.481 1.824 -0.665
O 2.612 1.107 -1.148
C 2.483 -0.255 -1.493
C 3.367 -1.040 -0.513
C 3.605 -2.521 -0.872
C 5.097 -2.913 -1.075
N 5.517 -4.122 -0.385
C 3.020 -0.399 -2.935
C 2.115 -1.203 -3.841
N 0.737 -0.674 -3.685
C 0.276 -0.776 -2.416
N -1.033 -0.881 -2.191
B -1.713 -1.020 -0.866
C -3.126 -0.403 -0.705
O -1.060 -1.713 0.120
N 1.118 -0.783 -1.351
H 2.481 0.700 2.260
H 2.211 2.406 2.469
H 3.262 1.795 1.144
H 0.660 0.552 0.854
H 0.385 2.297 1.062
H 0.610 1.744 -1.326
H 1.785 2.871 -0.720
H 2.923 -0.950 0.480
H 4.320 -0.513 -0.507
H 3.246 -3.124 -0.034
H 3.014 -2.846 -1.732
H 5.270 -3.034 -2.146
H 5.710 -2.096 -0.697
H 4.848 -4.871 -0.509
H 5.625 -3.949 0.605
H 3.034 0.617 -3.333
H 4.051 -0.743 -2.967
H 2.430 -1.014 -4.866
H 2.151 -2.284 -3.697
H 0.102 -1.160 -4.309
H -1.642 -0.866 -2.999
H -3.841 -1.234 -0.656
H -3.413 0.275 -1.506
H -3.182 0.069 0.278
H -1.520 -2.497 0.431
H 1.063 -1.653 -0.833
O -5.144 1.079 -3.164
P -5.466 1.283 -4.592
N -6.526 2.579 -4.677
C -7.411 2.869 -5.792
C -5.968 3.808 -4.118
N -6.308 -0.169 -5.031
C -7.767 -0.208 -5.097
C -5.826 -1.310 -4.258
N -4.540 1.472 -6.014
C -4.874 0.699 -7.207
C -3.091 1.427 -5.765
H -6.881 3.275 -6.665
H -8.139 3.613 -5.468
H -7.979 2.006 -6.104
H -5.251 4.284 -4.801
H -5.463 3.599 -3.176
H -6.771 4.516 -3.911
H -8.251 0.254 -4.229
H -8.089 -1.248 -5.155
H -8.141 0.260 -6.003
H -6.263 -1.358 -3.254
H -4.741 -1.273 -4.143
H -6.069 -2.231 -4.793
H -4.744 -0.378 -7.084
H -4.213 1.044 -8.005
H -5.893 0.897 -7.532
H -2.741 0.417 -5.503
H -2.830 2.100 -4.946
H -2.546 1.761 -6.647
O 3.712 0.606 4.706
P 3.265 0.051 6.010
N 2.992 1.522 6.846
C 2.991 1.682 8.285
C 1.959 2.337 6.230
N 4.640 -0.778 6.626
C 5.580 -0.087 7.503
C 5.364 -1.467 5.557
N 2.026 -0.831 6.845
C 2.399 -1.655 7.990
C 1.136 -1.588 5.948
H 2.089 1.273 8.767
H 3.034 2.749 8.516
H 3.862 1.238 8.750
H 0.946 1.964 6.452
H 2.089 2.359 5.149
H 2.032 3.365 6.590
H 5.861 0.907 7.136
H 6.485 -0.690 7.591
H 5.191 0.004 8.515
H 6.014 -0.794 4.987
H 4.673 -1.931 4.853
H 5.972 -2.261 5.995
H 3.052 -2.493 7.737
H 1.470 -2.048 8.410
H 2.872 -1.059 8.768
H 1.634 -2.450 5.483
H 0.770 -0.938 5.150
H 0.267 -1.950 6.498

Here are the Mulliken charges for atoms 1 to 6, given in e: -1.0798, 0.0634, -0.6936, -0.4659, 1.2429, -1.3257